Here is a 2-piece molecular cluster, C56H66N5O overall in a non-equilibrium geometry from OMol25. Energies are from ωB97M-V with the def2-TZVPD basis set.

Values from the calculation:
Charge = +1
LUMO energy = -4.6 eV
E_tot = -2522.20312 Ha

```
128
Properties=species:S:1:pos:R:3:forces:R:3
C 3.773 3.028 -4.721 -0.06 0.11 -0.01
C 3.406 1.559 -4.917 -0.38 -0.03 0.40
C 4.338 0.852 -5.900 -0.10 -0.13 -0.11
C 1.945 1.370 -5.327 0.19 0.36 0.31
C 1.541 1.782 -6.596 -0.34 -0.19 -0.18
C 0.279 1.431 -7.085 0.06 0.13 0.18
C -0.613 0.718 -6.276 0.25 0.09 -0.06
C -0.235 0.316 -4.991 -0.21 0.20 0.43
C -1.122 -0.607 -4.162 0.35 -0.05 -0.05
C -1.824 -1.662 -5.018 0.10 -0.02 -0.01
C -2.143 0.139 -3.316 -0.17 0.24 0.13
C 1.013 0.733 -4.487 0.35 -0.53 -0.72
N 1.480 0.217 -3.218 0.50 -0.20 1.12
N 2.325 -0.845 -3.290 -0.31 -1.00 1.35
N 2.588 -1.155 -2.004 -1.25 1.62 -1.94
C 3.232 -2.402 -1.676 0.32 -0.20 -0.29
C 4.623 -2.464 -1.751 0.38 0.35 0.10
C 5.408 -1.285 -2.334 -0.53 -0.05 0.09
C 6.295 -1.718 -3.499 -0.06 -0.15 0.03
C 6.183 -0.556 -1.243 0.14 -0.04 0.11
C 5.260 -3.611 -1.271 -0.25 -0.08 -0.03
C 4.499 -4.682 -0.798 0.07 0.01 0.00
C 3.104 -4.648 -0.860 0.13 0.16 -0.13
C 2.447 -3.516 -1.345 -0.44 0.04 0.12
C 0.925 -3.523 -1.553 0.41 0.44 -0.09
C 0.169 -3.515 -0.229 -0.06 -0.02 0.20
C 0.491 -4.692 -2.443 0.17 0.03 -0.04
C 2.051 -0.238 -1.142 1.27 -2.29 -0.81
C 2.325 -0.324 0.281 0.06 0.10 1.08
C 1.260 0.628 -1.874 -1.30 0.83 -1.06
C 0.361 1.555 -1.369 0.87 -0.28 -0.54
H 3.147 3.477 -3.941 0.09 -0.01 -0.18
H 4.820 3.115 -4.407 -0.15 0.02 -0.10
H 3.640 3.596 -5.650 0.05 -0.05 0.20
H 3.498 1.063 -3.949 0.25 0.13 -0.08
H 4.064 -0.208 -5.974 0.08 0.18 -0.06
H 4.255 1.302 -6.899 0.12 -0.14 0.19
H 5.383 0.913 -5.572 -0.19 0.07 -0.05
H 2.240 2.356 -7.215 -0.31 -0.40 0.15
H 0.016 1.674 -8.119 -0.03 0.05 0.45
H -1.607 0.449 -6.655 0.54 0.02 0.10
H -0.449 -1.129 -3.467 -0.13 0.02 -0.15
H -1.124 -2.143 -5.712 -0.19 0.06 0.10
H -2.247 -2.430 -4.359 0.00 0.11 -0.19
H -2.644 -1.210 -5.590 0.14 -0.20 0.07
H -1.655 0.822 -2.611 -0.18 -0.18 -0.16
H -2.833 0.707 -3.953 0.08 -0.08 0.09
H -2.725 -0.595 -2.746 -0.01 0.17 -0.01
H 4.654 -0.603 -2.745 0.34 -0.01 0.06
H 5.679 -2.157 -4.293 0.20 0.03 0.13
H 6.820 -0.849 -3.913 -0.02 -0.17 0.08
H 7.035 -2.460 -3.172 -0.07 0.16 -0.17
H 5.504 -0.202 -0.454 0.21 -0.07 -0.11
H 6.921 -1.233 -0.793 -0.10 0.23 0.00
H 6.710 0.312 -1.657 -0.05 -0.14 0.09
H 6.354 -3.654 -1.271 -0.43 -0.08 -0.01
H 4.995 -5.571 -0.409 -0.10 0.23 -0.10
H 2.508 -5.511 -0.551 0.31 0.24 -0.13
H 0.694 -2.596 -2.097 -0.12 -0.18 0.14
H 0.404 -2.622 0.364 -0.06 -0.22 -0.09
H -0.915 -3.526 -0.402 0.20 -0.03 0.03
H 0.434 -4.403 0.362 -0.11 0.17 -0.05
H 0.968 -4.614 -3.428 -0.08 -0.11 0.20
H 0.769 -5.652 -1.990 -0.13 0.15 -0.16
H -0.595 -4.674 -2.589 0.17 -0.02 0.05
H 1.875 0.556 0.759 0.20 -0.24 0.07
H 1.899 -1.227 0.740 0.02 0.28 -0.08
H 3.408 -0.341 0.494 -0.37 0.09 -0.05
H 0.295 1.608 -0.287 -0.03 0.22 -0.54
H -0.099 2.252 -2.056 -0.19 0.15 0.40
C -4.082 -2.457 4.730 -0.37 -0.22 -0.34
N -3.332 -1.268 5.042 0.80 0.11 0.78
C -2.558 -1.179 6.171 -0.25 -1.29 0.06
O -2.505 -2.015 7.069 -0.03 1.46 -1.03
C -1.756 0.115 6.058 -0.33 0.29 0.49
C -0.285 -0.035 6.452 -0.02 0.00 0.29
C 0.478 -0.844 5.439 0.54 0.02 0.24
C 0.258 -2.223 5.392 -0.25 0.05 -0.25
C 0.744 -2.969 4.322 0.35 0.12 -0.14
C 1.554 -2.356 3.352 -0.26 0.13 0.19
C 1.869 -0.997 3.479 0.32 -0.19 0.11
C 1.377 -0.248 4.546 -0.56 -0.29 -0.18
N -1.955 0.479 4.657 0.79 1.47 -1.09
C -1.187 1.330 3.954 -0.29 -1.91 1.03
C -1.439 1.637 2.625 0.41 0.02 -1.38
C -0.507 2.360 1.858 -0.67 0.41 1.70
C -0.827 3.444 0.983 -0.17 0.24 -1.39
C 0.148 4.437 0.675 -0.24 -0.48 0.24
C -0.222 5.609 0.023 -0.33 0.09 0.02
C -1.559 5.804 -0.368 0.39 -0.36 0.06
C -2.492 4.767 -0.208 -0.04 -0.31 0.13
C -2.133 3.590 0.446 0.28 0.44 0.18
C -3.087 -0.237 4.043 -0.12 -0.96 0.41
C -4.292 0.595 3.761 -0.58 0.57 0.39
C -5.078 1.112 4.726 0.69 -0.56 -0.63
C -6.299 1.855 4.461 -1.13 0.90 -0.16
C -7.210 2.113 5.514 0.45 -0.17 -0.55
C -8.412 2.775 5.274 -0.06 0.13 -0.39
C -8.728 3.219 3.978 0.37 -0.37 0.22
C -7.829 2.978 2.927 0.13 -0.08 0.19
C -6.619 2.322 3.162 -0.23 -0.07 0.60
H -4.056 -3.144 5.578 0.07 0.26 -0.06
H -5.119 -2.196 4.507 0.04 -0.08 0.02
H -3.648 -2.958 3.856 -0.06 0.05 0.10
H -2.269 0.860 6.704 0.38 -0.29 -0.18
H 0.124 0.971 6.585 0.20 -0.20 0.09
H -0.276 -0.560 7.417 -0.05 0.31 -0.08
H -0.327 -2.685 6.195 0.12 0.09 -0.47
H 0.489 -4.027 4.248 0.23 0.25 0.03
H 1.950 -2.942 2.517 -0.17 0.24 0.28
H 2.516 -0.507 2.753 -0.07 -0.26 0.28
H 1.653 0.806 4.663 -0.09 -0.38 -0.08
H -0.332 1.767 4.483 -0.45 -0.22 -0.22
H -2.387 1.300 2.194 0.23 0.71 0.18
H 0.541 2.247 2.159 -0.22 0.42 0.10
H 1.183 4.279 0.993 -0.39 0.10 -0.10
H 0.524 6.383 -0.174 -0.30 -0.31 0.11
H -1.865 6.751 -0.823 0.15 -0.43 0.11
H -3.510 4.882 -0.591 0.39 -0.01 0.15
H -2.839 2.766 0.578 0.08 0.43 -0.10
H -2.796 -0.732 3.101 0.37 0.18 0.26
H -4.521 0.722 2.704 -0.12 0.02 0.28
H -4.830 0.924 5.776 -0.08 0.01 -0.28
H -6.947 1.765 6.518 -0.20 0.13 -0.28
H -9.116 2.938 6.092 0.25 0.00 -0.25
H -9.673 3.734 3.786 0.35 -0.19 0.08
H -8.076 3.293 1.912 0.07 0.00 0.33
H -5.908 2.169 2.345 -0.37 0.10 0.23
```
Positions in Å, forces in eV/Å.

Results of the Mulliken charge analysis, in e, for atoms 1 through 6: -1.5326, 1.2327, -1.3850, 0.2261, -0.4046, -1.2371